{
  "formula": "C46H44Cl3LuN10S4",
  "method": "ωB97M-V/def2-TZVPD",
  "total_charge": -2,
  "e_lumo_ev": 3.90,
  "species": ["Lu", "C", "N", "C", "C", "N", "C", "C", "C", "C", "C", "C", "C", "S", "C", "C", "C", "C", "C", "C", "S", "H", "H", "H", "H", "H", "H", "H", "H", "H", "H", "H", "H", "H", "H", "H", "H", "H", "H", "C", "C", "C", "C", "C", "C", "N", "N", "C", "C", "C", "C", "C", "C", "H", "H", "H", "H", "H", "H", "H", "H", "H", "Cl", "C", "C", "C", "C", "N", "C", "H", "H", "H", "H", "S", "C", "C", "N", "C", "H", "H", "H", "Cl", "C", "C", "C", "C", "C", "Cl", "C", "N", "H", "H", "H", "C", "C", "C", "N", "N", "C", "N", "S", "H", "H", "H", "H", "H", "H", "H"],
  "coordinates": [[0.432676, 0.402971, -0.065909], [-1.634694, 1.731581, 3.449077], [-0.308034, 1.195961, 3.085775], [0.062605, 0.119082, 3.993832], [-0.915696, -1.029643, 3.989397], [-1.091334, -1.664602, 2.677430], [-0.127003, -2.730416, 2.419153], [-2.437744, -2.083059, 2.510456], [-2.904578, -3.217513, 3.179489], [-4.238227, -3.574109, 3.137340], [-5.128246, -2.780689, 2.422028], [-4.667000, -1.673615, 1.728180], [-3.313765, -1.321280, 1.733443], [-2.739619, 0.063187, 0.707207], [0.623328, 2.280781, 3.064342], [1.596086, 2.458675, 4.042938], [2.394264, 3.598770, 4.058281], [2.206525, 4.586085, 3.102957], [1.278653, 4.389712, 2.088545], [0.511719, 3.224869, 2.014072], [-0.544005, 2.952796, 0.624473], [-1.650276, 1.996599, 4.519140], [-2.415110, 0.999194, 3.257970], [-1.863605, 2.607035, 2.854432], [0.114972, 0.479339, 5.036548], [1.039641, -0.229198, 3.687301], [-1.886602, -0.692753, 4.343454], [-0.552474, -1.763404, 4.727091], [-0.405951, -3.263393, 1.514127], [-0.058875, -3.445192, 3.256544], [0.855041, -2.295885, 2.266702], [-2.200636, -3.820647, 3.745973], [-4.584680, -4.457452, 3.664949], [-6.182256, -3.033557, 2.391102], [-5.357342, -1.095439, 1.134408], [1.748441, 1.702338, 4.803054], [3.148754, 3.711463, 4.829111], [2.813257, 5.487681, 3.117435], [1.169944, 5.114903, 1.289945], [1.670115, -5.198456, -0.697976], [0.364328, -5.256464, -1.184620], [-0.434869, -4.126246, -1.304930], [0.047428, -2.841917, -0.917625], [1.383935, -2.815440, -0.458025], [2.170174, -3.944222, -0.336300], [-0.689320, -1.694105, -0.956181], [-1.832536, -1.948261, -1.759165], [-3.014188, -1.386096, -1.667970], [-3.975692, -1.829726, -2.680092], [-5.230068, -1.306161, -2.823989], [-5.707602, -0.273842, -1.977152], [-4.855223, 0.149946, -0.973394], [-3.581787, -0.393243, -0.774366], [2.275137, -6.092893, -0.597751], [-0.050878, -6.219101, -1.471887], [-1.446261, -4.199548, -1.674867], [1.778482, -1.850177, -0.182330], [3.186304, -3.844807, 0.036399], [-3.631608, -2.627727, -3.331424], [-5.873813, -1.689340, -3.612239], [-6.689927, 0.166218, -2.107689], [-5.175963, 0.929918, -0.288605], [0.000833, 1.920308, -5.982397], [0.519712, 0.646019, -4.914548], [0.826216, -0.594133, -5.420611], [1.238398, -1.558969, -4.523536], [1.299779, -1.246378, -3.179665], [0.979267, -0.050534, -2.687795], [0.610000, 0.895043, -3.549127], [0.743316, -0.796670, -6.481034], [1.508672, -2.551872, -4.859931], [1.599024, -1.992463, -2.453662], [0.437454, 1.879137, -3.163563], [-3.778415, 2.243801, -3.912784], [-3.465873, 3.548631, -2.852186], [-2.450976, 3.219531, -2.012381], [-1.898690, 1.969829, -2.215954], [-2.525267, 1.342864, -3.168786], [-4.043363, 4.461913, -2.889031], [-2.041020, 3.857077, -1.238048], [-2.285263, 0.341079, -3.517507], [3.517481, -0.213178, -1.005939], [4.075282, -1.091514, 0.378110], [5.253073, -1.800068, 0.265737], [5.662690, -2.623462, 1.302090], [4.862922, -2.707781, 2.430944], [3.692710, -1.972867, 2.530258], [2.845054, -2.069855, 4.058184], [3.220816, -1.090717, 1.522448], [2.092619, -0.325777, 1.652918], [5.832723, -1.723890, -0.647980], [6.582487, -3.191280, 1.232423], [5.154093, -3.337466, 3.261974], [1.576440, 4.774502, -4.401018], [2.437826, 5.231918, -3.227662], [2.529466, 4.196821, -2.146103], [1.773638, 3.172579, -2.046758], [1.992491, 2.365715, -0.964506], [3.006183, 2.795794, -0.160703], [3.398258, 2.220581, 0.921753], [3.702637, 4.308702, -0.848676], [1.561742, 5.536574, -5.185338], [0.551940, 4.584936, -4.079206], [1.961716, 3.844897, -4.825076], [2.027368, 6.155158, -2.806329], [3.448924, 5.470415, -3.567737], [2.367091, 0.601111, 1.298835], [4.124187, 2.714418, 1.420280]],
  "forces_ev_per_angstrom": [[-0.4, -0.3, -0.2], [0.1, -0.2, 0.0], [-0.2, 0.1, 0.3], [0.0, 0.2, -0.1], [0.1, -0.2, -0.2], [0.2, 0.0, 0.1], [0.0, 0.0, 0.1], [-0.2, 0.0, 0.0], [0.0, 0.0, 0.0], [-0.1, 0.0, 0.0], [0.0, 0.1, 0.0], [0.1, -0.1, 0.0], [0.2, -0.1, 0.0], [-0.1, -0.3, 0.2], [0.0, 0.2, -0.2], [0.0, 0.0, 0.0], [0.0, 0.0, 0.0], [0.0, 0.0, 0.0], [0.0, -0.1, 0.0], [0.0, 0.0, 0.1], [0.0, -0.4, 0.2], [0.0, 0.0, 0.0], [0.0, 0.0, 0.0], [0.0, 0.1, -0.1], [0.0, 0.0, 0.0], [0.2, 0.0, 0.0], [-0.1, 0.0, 0.0], [0.0, -0.1, 0.0], [0.0, 0.0, 0.0], [0.0, 0.0, 0.0], [0.0, 0.0, 0.0], [0.0, 0.1, -0.1], [0.0, 0.0, 0.0], [0.0, 0.0, 0.0], [0.0, 0.1, -0.1], [0.0, 0.1, -0.1], [0.0, 0.0, 0.0], [-0.1, -0.1, 0.0], [0.0, 0.0, 0.0], [0.0, 0.1, 0.0], [0.0, 0.2, 0.0], [0.1, -0.1, 0.0], [-0.3, -0.2, 0.2], [-0.1, -0.1, 0.1], [-0.1, 0.0, -0.1], [0.1, 0.4, 0.4], [0.0, 0.2, -0.4], [0.0, 0.1, 0.1], [0.0, 0.1, 0.0], [0.2, 0.1, 0.1], [0.1, 0.0, 0.0], [0.0, -0.1, -0.1], [0.1, 0.1, 0.1], [0.0, 0.0, 0.0], [0.0, 0.0, 0.0], [0.0, 0.0, 0.0], [0.2, -0.1, 0.1], [-0.1, 0.0, 0.0], [0.0, 0.1, 0.0], [0.0, 0.0, 0.0], [0.1, 0.0, 0.0], [0.0, 0.0, 0.0], [0.0, 0.0, 0.0], [-0.1, 0.2, 0.2], [0.0, 0.0, -0.2], [0.1, -0.2, 0.0], [0.0, -0.4, 0.2], [-0.2, 0.5, 0.1], [0.2, -0.1, -0.4], [0.0, 0.0, 0.0], [0.0, 0.0, 0.1], [0.0, 0.1, -0.2], [-0.2, 0.2, 0.1], [-0.1, -0.1, 0.0], [-0.1, 0.0, 0.0], [0.3, -0.1, -0.1], [-0.2, 0.1, 0.1], [0.2, 0.1, -0.1], [0.1, -0.1, 0.0], [0.0, -0.1, -0.1], [0.0, 0.1, 0.2], [0.3, 0.0, -0.1], [-0.2, 0.0, 0.1], [0.1, 0.0, -0.1], [0.0, 0.0, 0.1], [0.0, -0.1, 0.0], [0.0, 0.2, -0.1], [0.0, 0.0, 0.0], [0.2, 0.0, 0.1], [-0.7, 0.0, -1.1], [-0.1, 0.0, 0.1], [0.0, 0.0, 0.0], [0.0, 0.0, 0.0], [0.1, 0.0, 0.0], [-0.1, -0.2, 0.0], [0.2, 0.1, 0.2], [-0.2, -0.3, 0.3], [0.4, -0.2, 0.1], [-0.1, 0.3, -0.2], [-0.2, -0.2, -0.2], [-0.1, -0.1, 0.0], [0.0, 0.0, 0.0], [0.0, 0.0, 0.0], [0.0, 0.1, 0.0], [0.0, 0.0, 0.0], [0.0, 0.0, 0.0], [0.7, 0.4, 0.4], [0.0, 0.1, 0.0]]
}



{
  "formula": "C37H35GaNO3",
  "method": "ωB97M-V/def2-TZVPD",
  "total_charge": 1,
  "de_lowest_kcal_mol": 14.9,
  "e_lumo_ev": -3.07,
  "species": ["Ga", "O", "C", "C", "C", "C", "C", "C", "C", "C", "C", "O", "C", "C", "C", "C", "C", "C", "C", "C", "C", "C", "C", "C", "N", "C", "C", "C", "C", "C", "C", "C", "C", "C", "C", "C", "C", "H", "H", "H", "H", "H", "H", "H", "H", "H", "H", "H", "H", "H", "H", "H", "H", "H", "H", "H", "H", "H", "H", "H", "H", "H", "H", "H", "C", "C", "C", "O", "C", "H", "H", "H", "H", "H", "H", "H", "H"],
  "coordinates": [[0.097845, 0.125102, -0.125239], [-1.109717, -0.374828, -1.336792], [-1.038260, -1.628361, -1.997069], [-0.894990, -2.731754, -0.924619], [0.474987, -2.784570, -0.302509], [1.110163, -3.999645, -0.120958], [2.412387, -4.027368, 0.348642], [3.065938, -2.832600, 0.589694], [2.394850, -1.635975, 0.402921], [3.129531, -0.328263, 0.513416], [2.479380, 0.806635, 1.318521], [1.240614, 1.185300, 0.729657], [2.193359, 0.456333, 2.774706], [2.638217, -0.699959, 3.399690], [2.338476, -0.943822, 4.736670], [1.595370, -0.029681, 5.461180], [1.163913, 1.142005, 4.849448], [1.465541, 1.382762, 3.521895], [3.423771, 2.007098, 1.235453], [3.254092, 2.970381, 0.248569], [4.144431, 4.029476, 0.141567], [5.216328, 4.131250, 1.014167], [5.393819, 3.169212, 1.997893], [4.501362, 2.114603, 2.109209], [1.105439, -1.632059, 0.007322], [-2.344038, -1.756465, -2.778921], [-2.605529, -0.786429, -3.745340], [-3.772989, -0.823860, -4.484271], [-4.699643, -1.838302, -4.272151], [-4.448018, -2.804851, -3.316214], [-3.274641, -2.763747, -2.570100], [0.145314, -1.706498, -2.963884], [0.345636, -2.875166, -3.696983], [1.437784, -3.006523, -4.536498], [2.348168, -1.964754, -4.667306], [2.142640, -0.789283, -3.966049], [1.044286, -0.661933, -3.121846], [-1.065473, -3.712344, -1.365471], [-1.673036, -2.581198, -0.170215], [0.589228, -4.910239, -0.379068], [2.923515, -4.969994, 0.490203], [4.098889, -2.814285, 0.907098], [3.264238, 0.062002, -0.502547], [4.132137, -0.522041, 0.893638], [3.239985, -1.422957, 2.866312], [2.696583, -1.849386, 5.208090], [1.363556, -0.217283, 6.500954], [0.603977, 1.873861, 5.417725], [1.156849, 2.307849, 3.049777], [2.418928, 2.897744, -0.436068], [3.998267, 4.777203, -0.626802], [5.908721, 4.958083, 0.931403], [6.224829, 3.243340, 2.686573], [4.637874, 1.379647, 2.893422], [-1.882582, 0.001697, -3.914912], [-3.961423, -0.065402, -5.232440], [-5.611184, -1.871647, -4.853537], [-5.163198, -3.597972, -3.143201], [-3.113517, -3.531622, -1.825434], [-0.372572, -3.683810, -3.624303], [1.575066, -3.920389, -5.099026], [3.198973, -2.065245, -5.327251], [2.826130, 0.041715, -4.083342], [0.873839, 0.293550, -2.633994], [-1.932585, 3.239644, 1.981163], [-2.193552, 1.900487, 2.678708], [-2.379590, 0.962597, 1.507605], [-1.396353, 1.410613, 0.541734], [-1.215632, 2.853055, 0.684540], [-1.325578, 3.908361, 2.587978], [-2.871924, 3.745824, 1.761656], [-3.064972, 1.925985, 3.329771], [-1.328779, 1.588640, 3.265285], [-3.367727, 1.050289, 1.050597], [-2.184042, -0.087736, 1.727151], [-1.653574, 3.321576, -0.196150], [-0.144416, 3.035595, 0.719904]],
  "forces_ev_per_angstrom": [[-0.2, 0.1, 0.1], [0.1, 0.1, 0.0], [-0.1, -0.1, 0.1], [0.1, 0.0, -0.1], [-0.1, -0.1, 0.0], [0.0, 0.0, 0.0], [0.0, 0.1, 0.0], [0.0, 0.0, 0.0], [0.1, 0.0, 0.0], [0.0, 0.0, 0.0], [0.0, 0.0, 0.0], [0.1, 0.0, -0.4], [0.0, 0.0, 0.0], [0.0, 0.0, 0.0], [0.0, 0.0, 0.0], [0.0, 0.0, 0.0], [0.0, 0.0, 0.0], [0.0, 0.0, 0.0], [0.0, 0.0, 0.0], [0.0, 0.0, 0.0], [0.0, 0.0, 0.0], [0.0, 0.0, 0.0], [0.0, 0.0, 0.0], [0.0, 0.0, 0.0], [-0.1, 0.0, 0.1], [0.0, 0.0, 0.0], [0.0, 0.0, 0.0], [0.0, 0.0, 0.0], [0.0, 0.0, 0.0], [0.0, 0.0, 0.0], [0.0, 0.0, 0.0], [0.0, 0.0, 0.0], [0.0, 0.0, 0.0], [0.0, 0.0, 0.0], [0.0, 0.0, 0.0], [0.0, 0.0, 0.0], [0.0, 0.0, 0.0], [0.0, 0.0, 0.0], [0.0, 0.1, 0.0], [0.0, 0.0, 0.0], [0.0, 0.0, 0.0], [0.0, 0.0, 0.0], [0.0, 0.0, 0.0], [0.0, 0.0, 0.0], [0.0, 0.0, 0.0], [0.0, 0.0, 0.0], [0.0, 0.0, 0.0], [0.0, 0.0, 0.0], [0.0, 0.0, 0.0], [0.0, 0.0, 0.0], [0.0, 0.0, 0.0], [0.0, 0.0, 0.0], [0.0, 0.0, 0.0], [0.0, 0.0, 0.0], [0.0, 0.0, 0.0], [0.0, 0.0, 0.0], [0.0, 0.0, 0.0], [0.0, 0.0, 0.0], [0.0, 0.0, 0.0], [0.0, 0.0, 0.0], [0.0, 0.0, 0.0], [0.0, 0.0, 0.0], [0.0, 0.0, 0.0], [0.0, 0.0, 0.0], [0.0, 0.0, 0.0], [0.0, 0.0, 0.0], [-0.1, -0.1, -0.1], [0.1, -0.1, 0.1], [0.0, 0.0, 0.1], [0.0, 0.0, 0.0], [0.0, 0.0, 0.0], [0.0, 0.0, 0.0], [0.0, 0.0, 0.0], [0.0, 0.0, 0.0], [0.0, 0.0, 0.0], [0.0, 0.0, 0.0], [0.0, 0.0, 0.0]]
}



{
  "formula": "H26O13",
  "method": "ωB97M-V/def2-TZVPD",
  "de_lowest_kcal_mol": 29.7,
  "e_lumo_ev": -0.58,
  "species": ["O", "H", "H", "O", "H", "H", "O", "H", "H", "O", "H", "H", "O", "H", "H", "O", "H", "H", "O", "H", "H", "O", "H", "H", "O", "H", "H", "O", "H", "H", "O", "H", "H", "O", "H", "H", "O", "H", "H"],
  "coordinates": [[-0.400282, 10.960713, -8.267000], [-0.048430, 10.238721, -8.803311], [-1.341977, 10.776995, -8.202452], [-1.084566, 6.210162, -14.378442], [-0.694505, 5.744756, -15.125583], [-0.434948, 6.902878, -14.163956], [1.786849, 11.333596, -12.441628], [2.296616, 10.508374, -12.533146], [1.030061, 11.214810, -13.019045], [0.843655, 8.340558, -14.270328], [0.281391, 9.115742, -14.387272], [1.612025, 8.500891, -14.839631], [-1.380159, 8.388712, -9.903799], [-1.588337, 9.062831, -10.582063], [-2.237795, 8.197799, -9.503591], [-2.027328, 10.374074, -11.826350], [-1.529165, 10.916781, -12.445750], [-2.250146, 10.989956, -11.113204], [0.006425, 6.401658, -8.394163], [-0.474580, 7.064956, -8.913101], [-0.365035, 5.559439, -8.677615], [3.720946, 6.518862, -13.379414], [3.092213, 6.251173, -12.681713], [4.023510, 5.688796, -13.757838], [3.892833, 9.295008, -13.372328], [4.700369, 9.609396, -12.951257], [3.994674, 8.316258, -13.364740], [1.173415, 8.505127, -11.449512], [0.227206, 8.574130, -11.260761], [1.270262, 8.458654, -12.420765], [3.403946, 9.412525, -9.938644], [3.317560, 10.346883, -9.722419], [2.675245, 9.232440, -10.560077], [2.112253, 5.760495, -10.930644], [1.733518, 6.633453, -10.744738], [1.381270, 5.152765, -10.759933], [-1.009965, 4.921179, -11.589093], [-0.895306, 5.534810, -12.331154], [-1.852330, 4.492085, -11.768269]],
  "forces_ev_per_angstrom": [[0.0, 0.1, -0.2], [0.0, 0.0, 0.2], [0.1, -0.1, 0.1], [0.1, 0.2, 0.3], [0.0, 0.0, 0.1], [-0.1, -0.2, -0.3], [0.1, -0.2, 0.0], [0.1, 0.3, -0.1], [0.0, 0.0, -0.1], [0.1, 0.3, -0.1], [0.0, -0.1, -0.1], [0.0, -0.1, 0.2], [-0.5, 0.5, -0.2], [0.1, -0.3, 0.1], [0.1, -0.1, 0.0], [-0.1, 0.2, 0.3], [0.1, 0.0, 0.0], [0.0, 0.0, -0.2], [-0.2, 0.0, -0.1], [0.3, -0.2, 0.1], [0.0, 0.0, 0.0], [-0.4, -0.2, 0.1], [0.1, 0.0, 0.2], [0.1, 0.1, 0.0], [0.0, -0.5, 0.0], [-0.1, 0.1, 0.1], [-0.1, 0.4, 0.0], [-0.1, -0.1, -0.3], [0.3, -0.1, 0.0], [-0.2, -0.1, 0.4], [-0.1, 0.1, -0.2], [0.0, -0.1, 0.0], [0.2, 0.0, 0.3], [-0.1, 0.0, -0.3], [0.1, 0.0, 0.1], [0.1, 0.0, -0.1], [0.1, 0.2, 0.1], [-0.1, -0.3, 0.0], [0.1, 0.0, 0.0]]
}



{
  "formula": "C4H10N3",
  "method": "ωB97M-V/def2-TZVPD",
  "total_charge": 1,
  "de_lowest_kcal_mol": 137.8,
  "e_lumo_ev": [-4.77, -5.68],
  "species": ["C", "C", "C", "C", "N", "N", "N", "H", "H", "H", "H", "H", "H", "H", "H", "H", "H"],
  "coordinates": [[-1.648708, 0.447077, -1.233071], [2.490227, 0.073900, 1.303412], [1.238597, 0.775723, 1.520181], [1.060948, -0.404526, 0.608715], [-1.865834, -0.172877, -2.364310], [-2.477370, 0.877134, -0.276843], [0.781408, -0.322417, -0.674005], [3.405156, 0.416010, 0.659497], [3.043494, -0.466766, 2.107439], [0.875498, 0.762650, 2.612987], [1.100507, 1.674500, 0.879009], [0.636755, -1.295747, 1.039160], [-2.755165, -0.412047, -2.872489], [-1.006026, -0.491153, -2.746125], [-3.340961, 1.090695, -0.681492], [-2.367742, 1.176331, 0.691064], [1.126131, 0.486016, -1.120430]],
  "forces_ev_per_angstrom": [[0.9, -0.9, 2.3], [3.0, 0.5, -1.0], [0.3, 1.9, 1.2], [0.0, -1.8, 2.1], [-1.2, 0.8, 0.5], [0.9, -0.5, -1.9], [-1.3, -0.7, -1.5], [-2.5, -0.2, 0.5], [-1.6, -0.3, -0.5], [0.1, 0.0, -2.1], [0.0, -0.3, 1.1], [0.2, -0.2, 0.4], [1.0, 0.5, 1.0], [0.5, -0.4, -0.8], [-2.2, 0.4, 0.0], [0.9, -0.1, -0.7], [0.7, 1.5, -0.5]]
}



E_tot list, top to bottom, in a.u.: -6535.79134 -3636.06983 -993.72586 -322.24095